# C29H46P2RhTe

C29H46P2RhTe as an isolated structure in a non-equilibrium geometry (the ωB97M-V functional and the def2-TZVPD basis, the Open Molecules 2025 dataset).

Each line ends with the Mulliken charge.
Geometry (Å):
Rh1 -0.498 -0.491 1.550  -0.713
C1 -2.094 -1.197 3.038  0.150
C2 -1.695 -2.257 2.143  0.895
C3 0.165 -1.626 3.369  0.326
C4 -0.950 -0.764 3.755  1.181
C5 -0.294 -2.547 2.392  0.701
C6 -3.494 -0.711 3.236  -1.829
H1 -4.094 -0.815 2.328  0.411
H2 -3.517 0.337 3.547  0.514
H3 -3.981 -1.301 4.024  0.326
C7 -0.884 0.293 4.810  -1.449
H4 -1.766 0.939 4.780  0.431
H5 0.004 0.916 4.662  0.075
H6 -0.829 -0.160 5.809  0.304
C8 1.512 -1.623 4.014  -0.924
H7 1.461 -2.174 4.964  0.333
H8 1.847 -0.603 4.214  -0.141
H9 2.260 -2.105 3.380  0.325
C9 0.479 -3.702 1.836  -1.813
H10 0.364 -4.583 2.481  0.351
H11 1.546 -3.472 1.770  0.398
H12 0.130 -3.983 0.838  0.363
C10 -2.622 -3.125 1.348  -1.453
H13 -2.906 -4.009 1.935  0.366
H14 -2.154 -3.480 0.426  0.266
H15 -3.539 -2.596 1.081  0.388
C11 -1.039 1.422 0.557  -0.794
C12 -2.165 0.586 0.583  -0.272
C13 -2.702 -0.156 -0.624  -1.073
C14 -1.582 -0.882 -1.388  -0.801
C15 -0.469 -1.341 -0.450  -0.127
C16 0.728 -0.616 -0.244  -0.251
C17 0.984 0.739 -0.867  -0.923
C18 -0.204 1.716 -0.679  -0.427
H16 -3.243 0.541 -1.283  0.550
H17 -1.161 -0.232 -2.162  -0.407
H18 -3.441 -0.888 -0.281  0.351
H19 -0.851 1.706 -1.563  -0.050
H20 -0.960 2.155 1.353  0.709
H21 -2.905 0.800 1.350  0.948
H22 0.188 2.733 -0.593  0.474
H23 1.868 1.164 -0.388  0.441
H24 1.624 -1.178 0.013  0.367
H25 1.213 0.626 -1.938  0.383
H26 -1.995 -1.752 -1.910  0.546
H27 -0.404 -2.419 -0.331  0.929
P1 -0.752 0.896 -4.998  0.642
C19 -0.801 2.751 -4.982  -1.354
C20 -2.132 0.568 -6.189  -1.263
P2 1.598 -0.935 -5.799  0.248
C21 0.692 0.655 -6.152  -1.066
C22 1.050 -1.913 -7.278  -1.184
C23 3.288 -0.439 -6.376  -1.142
H28 0.064 3.136 -4.433  0.347
H29 -1.706 3.084 -4.463  0.394
H30 -0.797 3.171 -5.995  0.414
H31 -2.048 1.182 -7.094  0.374
H32 -3.091 0.777 -5.704  0.385
H33 -2.114 -0.488 -6.476  0.317
H34 3.270 -0.035 -7.396  0.319
H35 3.953 -1.308 -6.348  0.389
H36 3.687 0.323 -5.700  0.334
H37 1.372 1.510 -6.039  0.488
H38 0.342 0.630 -7.193  0.421
H39 1.617 -2.849 -7.324  0.408
H40 1.197 -1.361 -8.214  0.348
H41 -0.010 -2.168 -7.176  0.292
Te1 1.698 1.254 2.322  0.577
C24 2.275 2.092 4.299  0.463
C25 2.191 1.523 5.603  0.437
C26 2.691 2.196 6.720  -0.982
C27 3.295 3.439 6.579  -0.349
C28 3.397 4.017 5.316  -0.746
C29 2.892 3.350 4.192  -0.551
H42 1.763 0.567 5.833  0.242
H43 2.617 1.743 7.702  0.390
H44 3.690 3.949 7.449  0.393
H45 3.877 4.979 5.206  0.375
H46 3.001 3.816 3.222  0.287

**Multiplicity**: 5
**HOMO energy (spin up / spin down)**: -8.33 / -10.33 eV
**HOMO-LUMO gap (spin up / spin down)**: 0.227 / 0.156 Eh
**Total charge**: +1
**E_LUMO (spin up / spin down)**: -2.148 / -6.093 eV
**Electronic energy**: -59687.8035 eV